# 1
C52H42ClN7O9PSc as an isolated structure in a non-equilibrium geometry. Source: the OMol25 dataset; level of theory: the ωB97M-V functional and the def2-TZVPD basis.

frontier orbital gap (alpha / beta)	4.293 / 4.135	eV
E_LUMO (alpha / beta)	-0.0429 / -0.0429	hartree
ΔE to the lowest compared entry with this formula, charge and spin	2.709	eV

ORCA input file:
```
! wB97M-V def2-TZVPD RIJCOSX def2/J DEFGRID3
* xyz 0 1
Sc 1.20 1.07 -0.21
C 2.45 -2.07 3.86
C 2.78 -1.60 2.41
C 3.74 -0.45 2.54
C 1.57 -1.47 1.51
C 0.86 -2.76 1.15
O 1.47 -3.21 -0.13
C 1.93 -2.09 -0.73
N 1.97 -1.00 0.08
C 2.46 -2.32 -2.13
C 2.77 -3.63 -2.50
C 3.00 -3.89 -3.88
C 3.26 -2.84 -4.69
C 3.26 -1.48 -4.24
C 2.64 -1.23 -3.05
P 1.87 0.41 -2.91
C 3.26 1.51 -2.97
C 4.52 1.18 -2.55
C 5.65 1.83 -3.02
C 5.45 2.90 -3.86
C 4.20 3.47 -3.98
C 3.08 2.73 -3.62
C 0.92 0.57 -4.43
C -0.47 0.32 -4.50
C -1.11 0.55 -5.73
C -0.50 1.21 -6.80
C 0.86 1.31 -6.76
C 1.56 0.97 -5.59
H 2.08 -1.40 4.68
H 3.45 -2.50 4.27
H 1.74 -2.91 3.78
H 3.32 -2.45 1.93
H 3.28 0.42 3.13
H 4.03 -0.12 1.53
H 4.68 -0.69 3.11
H 0.92 -0.75 2.04
H -0.26 -2.64 0.99
H 1.06 -3.60 1.79
H 2.83 -4.41 -1.80
H 2.90 -4.89 -4.29
H 3.47 -3.03 -5.71
H 3.57 -0.71 -4.94
H 4.57 0.32 -1.87
H 6.64 1.42 -2.74
H 6.27 3.40 -4.38
H 4.15 4.47 -4.46
H 2.07 3.04 -3.83
H -1.00 -0.13 -3.59
H -2.17 0.22 -5.87
H -1.14 1.45 -7.69
H 1.44 1.72 -7.61
H 2.60 1.15 -5.62
O 4.29 3.37 1.45
C 3.37 3.08 0.72
O 2.85 1.83 0.71
C 2.83 4.12 -0.20
C 3.58 5.29 -0.27
C 3.04 6.38 -0.92
C 1.71 6.45 -1.38
C 0.92 5.35 -1.17
C 1.55 4.04 -0.86
O 0.91 2.93 -1.06
N -0.55 5.57 -1.07
O -0.88 6.76 -1.30
O -1.36 4.67 -0.86
N 3.96 7.47 -1.16
O 4.98 7.51 -0.49
O 3.62 8.27 -2.08
H 4.59 5.34 0.08
H 1.26 7.38 -1.66
C -7.56 -7.09 6.81
O -6.47 -6.18 7.13
C -6.14 -5.13 6.28
C -5.21 -4.24 6.80
C -4.61 -3.26 6.02
C -4.91 -3.23 4.66
C -5.84 -4.13 4.13
C -6.43 -5.10 4.90
C -4.17 -2.31 3.76
N -4.29 -2.49 2.41
C -3.50 -1.48 1.91
C -3.01 -0.65 2.93
N -3.44 -1.21 4.09
C -2.15 0.42 2.64
C -1.53 1.23 3.59
C -0.72 2.22 3.10
C -0.41 2.27 1.76
N -0.80 1.34 0.81
C -1.89 0.60 1.22
C -2.68 -0.07 0.23
N -2.75 0.36 -1.08
C -3.23 -0.48 -2.10
C -3.82 -1.69 -1.79
C -3.94 -2.09 -0.43
C -3.41 -1.24 0.54
H -7.75 -7.55 7.82
H -7.27 -7.89 6.10
H -8.46 -6.51 6.42
H -4.85 -4.49 7.76
H -4.00 -2.53 6.41
H -6.13 -4.09 3.08
H -7.07 -5.91 4.47
H -3.07 -1.00 5.04
H -1.64 1.05 4.67
H -0.41 3.03 3.69
H 0.27 3.09 1.37
H -3.12 -0.08 -3.09
H -4.05 -2.36 -2.65
H -4.59 -2.85 -0.04
Cl -3.97 2.40 -2.39
C -2.60 1.78 -1.34
H -2.60 2.30 -0.38
H -1.62 2.01 -1.87
*
```

=====

# 2
C52H42N7O3S3Zn as an isolated structure. Source: the OMol25 dataset; level of theory: the ωB97M-V functional and the def2-TZVPD basis.

frontier orbital gap	7.220	eV
E_LUMO	-0.0973	hartree
ΔE to the lowest compared entry with this formula, charge and spin	0.000	eV

ORCA input file:
```
! wB97M-V def2-TZVPD RIJCOSX def2/J DEFGRID3
* xyz 1 1
Zn 0.43 -1.81 0.24
C -6.82 9.84 -1.76
O -6.51 9.26 -0.50
C -5.73 8.16 -0.49
C -5.48 7.62 0.78
C -4.69 6.49 0.90
C -4.15 5.87 -0.23
C -4.41 6.42 -1.48
C -5.19 7.55 -1.62
C -3.32 4.67 -0.13
N -2.71 4.09 -1.14
C -2.08 3.00 -0.61
C -2.30 2.92 0.75
N -3.10 4.00 1.04
C -1.77 1.89 1.58
C -1.93 1.77 2.96
C -1.33 0.73 3.62
C -0.61 -0.21 2.88
N -0.46 -0.14 1.57
C -1.00 0.91 0.92
C -0.72 1.00 -0.50
N 0.08 0.06 -1.03
C 0.34 0.08 -2.32
C -0.16 1.08 -3.17
C -0.96 2.06 -2.64
C -1.26 2.04 -1.28
H -7.46 10.69 -1.54
H -7.36 9.14 -2.40
H -5.92 10.19 -2.27
H -5.90 8.10 1.64
H -4.51 6.11 1.90
H -3.99 5.94 -2.35
H -5.38 7.95 -2.60
H -3.48 4.25 1.94
H -2.50 2.51 3.51
H -1.42 0.62 4.69
H -0.14 -1.06 3.37
H 0.95 -0.73 -2.70
H 0.09 1.05 -4.22
H -1.37 2.86 -3.26
C -2.17 -5.03 3.06
S -1.73 -3.30 2.93
O -0.53 -3.27 2.02
C -3.14 -2.71 2.01
C -3.39 -3.19 0.73
C -4.48 -2.70 0.04
C -5.30 -1.74 0.62
C -5.04 -1.27 1.90
C -3.95 -1.76 2.60
H -2.30 -5.44 2.06
H -3.09 -5.11 3.63
H -1.36 -5.53 3.58
H -2.73 -3.92 0.28
H -4.69 -3.06 -0.96
H -6.15 -1.36 0.07
H -5.69 -0.53 2.35
H -3.73 -1.40 3.60
N -2.23 -6.32 -4.99
C -1.82 -5.63 -4.17
C -1.32 -4.76 -3.14
C -0.30 -5.18 -2.30
C 0.18 -4.32 -1.32
C -0.34 -3.03 -1.13
C -1.36 -2.64 -2.01
C -1.85 -3.48 -3.00
H 0.12 -6.17 -2.42
H 0.98 -4.68 -0.68
H -1.80 -1.66 -1.92
H -2.65 -3.15 -3.66
O 2.58 -1.78 -1.05
S 3.51 -0.63 -1.27
C 4.19 -0.87 -2.91
C 4.02 -2.09 -3.54
C 4.56 -2.26 -4.81
C 5.25 -1.22 -5.42
C 5.40 0.00 -4.77
C 4.86 0.18 -3.51
C 4.98 -1.01 -0.32
C 5.27 -2.33 0.00
C 6.42 -2.60 0.73
C 7.26 -1.56 1.13
C 6.94 -0.25 0.81
C 5.79 0.04 0.09
H 3.46 -2.88 -3.06
H 4.43 -3.20 -5.33
H 5.66 -1.36 -6.41
H 5.92 0.81 -5.26
H 4.95 1.13 -3.00
H 4.61 -3.11 -0.32
H 6.66 -3.62 0.98
H 8.16 -1.79 1.67
H 7.60 0.56 1.12
H 5.53 1.06 -0.15
N 5.97 -1.03 4.60
C 4.98 -1.93 4.72
S 4.86 -2.99 5.97
C 3.95 -1.88 3.64
C 3.32 -3.04 3.21
C 2.36 -2.96 2.23
N 1.99 -1.80 1.68
C 2.59 -0.68 2.09
C 3.57 -0.67 3.06
H 6.70 -1.04 5.29
H 6.13 -0.54 3.73
H 3.58 -3.99 3.65
H 1.84 -3.84 1.88
H 2.27 0.24 1.61
H 4.01 0.27 3.36
*
```